This record from the OMol25 dataset describes C23H25B2CdCl2F4N6O7 as an isolated structure at a distorted geometry. The level of theory is ωB97M-V/def2-TZVPD.

- 2S+1: 1
- E_LUMO: -5.39 eV
- Energy: -89359.268 eV
- E_HOMO: -11.181 eV
- Net charge: +1

Geometry as XYZ:
```
70
Properties=species:S:1:pos:R:3:forces:R:3:lowdin_charge:R:1
Cd -0.5127 0.7926 0.3177 0.48 0.50 -0.18 1.476
C -4.2836 3.0778 0.8045 -0.09 -0.18 0.01 0.021
C -2.9473 2.4369 0.9515 -0.14 0.26 -0.64 -0.250
N -2.2145 2.0758 -0.0325 -0.14 0.00 0.30 -0.060
O -2.7464 1.9596 -1.2878 -0.57 0.06 -0.05 0.001
B -3.4250 0.5990 -1.4144 0.09 0.17 0.43 -1.084
F -4.2834 0.6331 -2.4568 0.16 0.02 -0.21 0.213
F -4.0128 0.2697 -0.1910 -0.13 -0.02 -0.08 0.146
O -2.3856 -0.4822 -1.6975 0.02 -0.11 -0.13 0.037
N -1.6958 -0.8965 -0.6199 0.08 -0.77 0.09 -0.002
C -1.5181 -2.1613 -0.4972 -0.03 0.49 0.12 -0.204
C -2.0093 -3.2054 -1.4345 -0.17 0.10 0.04 0.040
C -0.5857 -2.5271 0.6681 0.40 -0.36 -1.25 -0.438
N -0.9134 -1.6729 1.7723 -0.14 -0.05 0.63 0.195
O 0.0284 -1.0859 2.2741 0.11 -0.38 -0.54 0.128
B -0.3092 -0.3755 3.7358 -0.40 0.87 1.30 -1.022
F 0.9344 -0.1676 4.2390 0.04 -0.09 -0.33 0.209
F -1.0397 -1.3062 4.3965 0.06 -0.13 -0.32 0.217
O -1.0058 0.8801 3.5275 0.18 0.10 0.14 0.070
N -1.5903 1.1574 2.3399 -0.26 -0.29 -0.20 -0.001
C -2.3730 2.1718 2.2919 0.23 -0.09 0.42 -0.245
C -2.7354 3.0116 3.4672 0.08 -0.08 0.06 0.023
C -0.8065 -3.9223 1.2686 -0.29 0.14 0.22 0.047
H -4.6592 2.9235 -0.2023 0.01 0.01 0.01 0.094
H -4.1895 4.1516 0.9827 0.01 0.00 0.07 0.107
H -4.9938 2.6696 1.5215 -0.02 0.00 0.00 0.101
H -2.5916 -2.7263 -2.2167 0.02 -0.02 0.00 0.102
H -2.6409 -3.9261 -0.9134 0.03 -0.04 0.00 0.103
H -1.1726 -3.7398 -1.8906 0.02 0.00 0.05 0.100
H -2.2896 2.5962 4.3657 -0.03 0.07 0.03 0.087
H -3.8161 3.0638 3.5934 -0.02 0.00 -0.05 0.094
H -2.3692 4.0288 3.3172 0.00 0.01 -0.01 0.106
H -0.7024 -4.6843 0.5002 -0.06 0.05 -0.05 0.103
H -1.8087 -3.9664 1.6909 -0.02 -0.08 -0.03 0.120
H -0.0877 -4.0941 2.0693 0.03 -0.01 -0.02 0.116
Cl 3.9122 -6.1552 -3.7618 0.05 -0.05 -0.08 0.729
C 2.9910 -4.7778 -3.3035 -0.07 -0.06 0.66 -0.663
C 2.5758 -3.8717 -4.3397 -0.18 0.36 -0.18 -0.092
C 1.8784 -2.7594 -4.0448 0.22 -0.17 -0.34 -0.583
Cl 1.3868 -1.6664 -5.2719 -0.01 0.03 -0.01 0.755
C 1.5172 -2.3989 -2.6660 -0.06 0.16 0.08 -0.369
O 0.9068 -1.3812 -2.4084 -0.03 0.25 0.19 0.061
C 1.8809 -3.4125 -1.6406 -0.55 0.42 0.57 -0.093
C 1.3623 -3.3664 -0.3863 0.49 -0.47 -0.36 -0.040
O 0.7475 -2.3104 0.1982 -0.22 0.14 0.09 0.002
C 2.6578 -4.5667 -2.0190 0.18 -0.43 -0.16 -0.069
H 2.8293 -4.0994 -5.3662 0.02 0.01 0.00 0.116
H 1.4478 -4.2518 0.2394 0.20 0.12 0.07 0.138
H 2.9608 -5.2622 -1.2477 0.02 -0.04 -0.03 0.121
C 1.9929 3.6727 3.2618 -0.07 0.00 0.03 0.033
C 1.7542 2.7040 2.1402 0.07 0.22 0.09 -0.497
O 0.6299 2.5201 1.6746 0.20 -0.18 0.13 -0.027
N 2.8426 2.0932 1.6319 0.10 -0.24 -0.04 0.095
C 2.7631 1.1328 0.5425 -0.30 0.26 -0.07 -0.103
C 2.2877 1.7758 -0.7438 0.30 -0.01 0.00 -0.263
C 3.1867 2.3621 -1.6192 -0.04 0.03 -0.01 0.001
C 2.7136 2.9492 -2.7837 -0.05 -0.02 0.05 -0.025
C 1.3530 2.9334 -3.0344 0.05 0.06 0.03 -0.020
C 0.5154 2.3351 -2.1102 -0.10 0.06 -0.26 -0.090
N 0.9756 1.7729 -0.9917 0.23 -0.39 -0.41 0.003
H 1.2034 3.5620 4.0017 -0.01 -0.06 -0.01 0.094
H 1.9325 4.6850 2.8607 0.02 0.00 -0.01 0.100
H 2.9607 3.5352 3.7386 0.02 0.02 0.00 0.086
H 3.7296 2.2198 2.0868 -0.01 0.05 0.04 0.147
H 2.0730 0.3213 0.8043 0.12 -0.08 0.04 0.097
H 3.7548 0.7089 0.4020 -0.04 -0.06 0.01 0.135
H 4.2457 2.3576 -1.3985 -0.01 -0.04 0.04 0.123
H 3.3986 3.4084 -3.4835 0.01 -0.01 -0.01 0.120
H 0.9404 3.3748 -3.9296 -0.03 -0.01 0.00 0.119
H -0.5559 2.2968 -2.2730 -0.02 -0.02 0.05 0.109
```
Forces are in eV/Å.